ORCA calculation (ωB97M-V/def2-TZVPD) on a molecular structure, C39H50F8NOP2RbS in a non-equilibrium geometry.

The geometry in ORCA input format:
```
! wB97M-V def2-TZVPD RIJCOSX def2/J DEFGRID3
* xyz -2 1
Rb 1.200 -1.179 -0.313
C -1.989 1.003 -3.659
C -0.878 1.891 -3.098
C 0.465 1.489 -3.711
P -0.726 1.752 -1.247
C -2.494 2.087 -0.761
C -3.071 3.396 -1.288
C -2.737 1.960 0.739
C 0.123 3.341 -0.833
C 0.409 4.351 -1.750
C 1.054 5.535 -1.411
C 1.314 6.604 -2.439
C 1.434 5.686 -0.079
C 1.177 4.709 0.861
C 0.514 3.501 0.526
N 0.321 2.465 1.378
C -0.026 2.619 2.666
C -0.645 3.783 3.203
C -1.118 3.834 4.501
C -1.006 2.755 5.371
C -1.489 2.818 6.795
C -0.381 1.618 4.862
C 0.106 1.509 3.567
P 1.005 0.035 2.943
C 2.697 0.313 3.668
C 3.506 1.106 2.638
C 2.791 0.988 5.031
C 0.357 -1.463 3.831
C 0.736 -1.768 5.279
C -1.152 -1.558 3.624
H -1.912 0.966 -4.751
H -2.982 1.387 -3.415
H -1.910 -0.025 -3.298
H -1.109 2.923 -3.378
H 0.644 0.425 -3.535
H 1.297 2.057 -3.289
H 0.461 1.651 -4.794
H -3.008 1.252 -1.252
H -2.492 4.249 -0.926
H -4.104 3.522 -0.946
H -3.074 3.437 -2.379
H -2.362 2.829 1.279
H -2.238 1.090 1.168
H -3.813 1.882 0.932
H 0.122 4.221 -2.788
H 1.037 6.255 -3.435
H 2.367 6.896 -2.481
H 0.737 7.514 -2.242
H 1.958 6.589 0.226
H 1.511 4.845 1.883
H -0.783 4.641 2.557
H -1.601 4.745 4.849
H -2.082 3.722 6.959
H -0.665 2.838 7.517
H -2.121 1.965 7.057
H -0.253 0.771 5.528
H 3.116 -0.697 3.703
H 3.028 2.065 2.420
H 3.593 0.550 1.704
H 4.516 1.309 3.011
H 2.397 2.006 4.994
H 3.842 1.046 5.337
H 2.244 0.460 5.813
H 0.836 -2.238 3.222
H 0.273 -1.085 5.993
H 1.815 -1.737 5.428
H 0.402 -2.778 5.541
H -1.675 -0.791 4.200
H -1.526 -2.536 3.943
H -1.434 -1.418 2.578
F 1.814 -3.225 1.113
C 2.991 -2.530 1.664
F 3.591 -2.028 0.469
C 3.885 -3.714 1.995
F 4.174 -4.572 0.979
F 3.331 -4.474 2.971
F 5.080 -3.284 2.463
C 1.611 -6.410 0.074
S 0.852 -5.755 -1.404
C -0.503 -4.924 -0.584
O 1.798 -4.730 -1.933
H 0.895 -7.042 0.600
H 1.912 -5.563 0.688
H 2.481 -6.993 -0.221
H -1.207 -5.687 -0.253
H -0.955 -4.254 -1.321
H -0.135 -4.336 0.258
F -1.618 -5.972 -8.989
C -2.380 -4.890 -8.677
F -2.240 -4.027 -9.709
F -3.663 -5.329 -8.717
C -2.022 -4.282 -7.359
C -2.443 -4.899 -6.185
C -2.093 -4.371 -4.957
C -1.307 -3.211 -4.856
C -0.889 -2.610 -6.055
C -1.241 -3.135 -7.286
C -0.953 -2.653 -3.593
C -0.638 -2.082 -2.544
H -3.053 -5.793 -6.235
H -2.426 -4.844 -4.043
H -0.287 -1.714 -5.992
H -0.910 -2.646 -8.193
*
```

For the total energy, the calculation gives -96599.9961 eV. For the LUMO energy, the calculation gives 3.781 eV. As for the largest force on an atom: 1.151 eV Å⁻¹. As for the energy above the lowest of the compared OMol25 structures with the same formula, charge and spin: 3.0 kcal per mole.

***

ORCA calculation (ωB97M-V/def2-TZVPD) on a gas-phase ion, C21H34N3O5S (charge +1).

The geometry in ORCA input format:
```
! wB97M-V def2-TZVPD RIJCOSX def2/J DEFGRID3
* xyz 1 1
C 4.513 -1.830 5.633
C 4.325 -2.388 4.216
C 5.446 -3.370 3.877
C 2.960 -3.072 4.091
C 4.397 -1.223 3.254
O 5.279 -0.981 2.486
O 3.310 -0.391 3.390
C 3.209 0.655 2.482
O 2.009 0.555 1.719
C 1.804 -0.568 1.025
O 2.540 -1.505 0.963
C 0.453 -0.525 0.298
N 0.175 0.781 -0.226
C -0.520 1.191 -1.297
O -0.727 0.746 -2.409
C -1.068 2.421 -0.555
N -2.465 2.625 -0.485
C -3.319 2.443 -1.359
N -3.118 1.966 -2.751
C -4.040 0.835 -3.034
C -4.091 0.441 -4.510
C -2.751 0.529 -5.246
C -2.494 1.917 -5.833
C -2.180 2.997 -4.799
C -3.225 3.115 -3.695
C -0.387 1.765 0.680
S -1.407 0.796 1.835
C -0.740 -0.857 1.244
C -0.330 -1.672 2.458
C -1.844 -1.553 0.457
H 3.734 -1.110 5.870
H 4.468 -2.644 6.352
H 5.481 -1.343 5.725
H 5.310 -3.768 2.875
H 5.447 -4.193 4.586
H 6.411 -2.871 3.915
H 2.777 -3.362 3.059
H 2.165 -2.406 4.417
H 2.942 -3.964 4.712
H 3.119 1.606 3.014
H 4.083 0.647 1.812
H 0.500 -1.250 -0.520
H -0.592 3.365 -0.836
H -4.351 2.682 -1.138
H -2.143 1.572 -2.850
H -3.689 -0.010 -2.437
H -5.042 1.105 -2.690
H -4.459 -0.585 -4.543
H -4.822 1.053 -5.040
H -2.778 -0.176 -6.077
H -1.927 0.224 -4.599
H -1.650 1.858 -6.520
H -3.365 2.219 -6.418
H -2.113 3.959 -5.308
H -1.204 2.801 -4.349
H -4.235 3.155 -4.104
H -3.053 4.033 -3.125
H 0.331 2.371 1.229
H 0.362 -1.117 3.087
H 0.147 -2.599 2.145
H -1.209 -1.914 3.051
H -1.532 -2.558 0.181
H -2.085 -1.001 -0.450
H -2.743 -1.625 1.064
*
```

For the total energy, the calculation gives -47866.1165 eV. For the LUMO energy, the calculation gives -2.549 eV. As for the largest force on an atom: 0.955 eV Å⁻¹. As for the energy above the lowest of the compared OMol25 structures with the same formula, charge and spin: 0.0 kcal per mole.

***

ORCA calculation (ωB97M-V/def2-TZVPD) on a molecular structure, C61H87Cl8CuN6O6 in a non-equilibrium geometry.

The geometry in ORCA input format:
```
! wB97M-V def2-TZVPD RIJCOSX def2/J DEFGRID3
* xyz 2 1
C 3.887 -4.444 0.771
N 3.036 -3.922 1.826
C 3.528 -2.863 2.479
C 2.760 -2.239 3.465
C 1.500 -2.775 3.798
C 1.050 -3.887 3.098
C 1.842 -4.429 2.132
C 0.632 -2.172 4.869
C -0.772 -2.102 4.628
C -1.612 -1.540 5.566
N -1.132 -1.162 6.762
C 0.162 -1.277 7.053
C 1.051 -1.803 6.117
C -2.021 -0.575 7.755
H 3.359 -5.184 0.173
H 4.745 -4.937 1.228
H 4.141 -3.595 0.137
H 4.577 -2.661 2.310
H 3.176 -1.353 3.923
H 0.096 -4.376 3.236
H 1.483 -5.248 1.526
H -1.211 -2.388 3.675
H -2.673 -1.692 5.430
H 0.485 -0.853 7.992
H 2.102 -1.840 6.371
H -1.925 0.506 7.829
H -1.732 -1.016 8.709
H -3.036 -0.904 7.548
C -0.851 -5.892 -6.169
N 0.039 -4.773 -5.759
C 1.107 -4.491 -6.526
C 2.219 -3.806 -6.029
C 2.110 -3.265 -4.745
C 0.960 -3.514 -4.003
C -0.077 -4.286 -4.492
C 3.181 -2.466 -4.094
C 3.500 -2.734 -2.718
C 4.412 -1.923 -2.061
N 5.159 -1.033 -2.767
C 4.844 -0.762 -4.053
C 3.856 -1.450 -4.732
C 6.360 -0.366 -2.203
H -1.385 -5.636 -7.082
H -1.522 -6.153 -5.355
H -0.218 -6.757 -6.358
H 1.247 -5.036 -7.449
H 3.056 -3.676 -6.699
H 0.892 -3.036 -3.031
H -1.026 -4.549 -4.041
H 2.964 -3.552 -2.253
H 4.646 -1.887 -0.997
H 5.384 0.019 -4.568
H 3.639 -1.144 -5.745
H 6.884 0.137 -3.010
H 6.983 -1.218 -1.933
H 5.952 0.205 -1.371
Cu -0.848 -3.469 0.110
C -1.147 -0.744 -4.108
C 0.060 0.264 -4.051
C 0.215 0.833 -2.622
C 0.658 -0.241 -1.624
N 1.095 0.336 -0.282
C 1.260 -0.762 0.787
C 0.976 -0.022 2.116
C 0.337 1.355 1.762
C 0.016 1.285 0.256
C 2.393 1.029 -0.499
H -2.076 -0.296 -3.773
H -0.875 -1.586 -3.467
H -1.200 -1.156 -5.117
H -0.129 1.021 -4.812
H 0.960 -0.274 -4.356
H -0.702 1.358 -2.348
H 0.917 1.671 -2.648
H 1.420 -0.940 -1.961
H -0.252 -0.755 -1.306
H 2.245 -1.220 0.711
H 0.465 -1.473 0.594
H 1.858 0.160 2.729
H 0.219 -0.558 2.687
H 0.809 2.257 2.150
H -0.676 1.398 2.169
H 0.038 2.246 -0.252
H -0.932 0.752 0.183
H 2.364 1.856 -1.204
H 3.181 0.311 -0.728
H 2.660 1.500 0.449
C 5.477 0.212 0.994
O 4.861 -0.908 0.454
H 6.341 0.465 0.363
H 4.823 1.097 0.978
H 5.847 0.052 2.015
C -2.963 -1.074 2.013
O -1.989 -1.910 1.457
H -3.958 -1.531 2.035
H -2.657 -0.725 3.011
H -3.071 -0.155 1.416
O -1.693 -4.025 -1.785
H -1.707 -3.435 -2.547
O 1.262 -3.653 -0.740
H 2.157 -3.955 -0.577
Cl 4.466 6.503 -0.737
C 3.180 6.048 -1.806
C 2.731 4.613 -1.544
Cl 2.080 4.396 0.093
H 3.547 6.108 -2.833
H 2.372 6.779 -1.851
H 3.629 3.997 -1.575
H 1.924 4.312 -2.210
Cl -0.966 1.738 4.852
C 0.405 2.693 5.543
C 1.770 2.507 4.863
Cl 2.373 0.897 5.259
H 0.641 2.405 6.567
H 0.047 3.719 5.529
H 2.506 3.223 5.224
H 1.726 2.605 3.780
Cl -6.290 -3.968 -0.548
C -4.640 -3.813 -1.196
C -4.315 -2.438 -1.854
Cl -5.536 -2.202 -3.209
H -4.561 -4.569 -1.976
H -3.917 -4.150 -0.456
H -3.322 -2.302 -2.263
H -4.516 -1.686 -1.091
Cl -3.108 2.149 -3.635
C -3.623 1.070 -2.286
C -4.323 1.809 -1.131
Cl -3.239 2.780 -0.173
H -2.810 0.431 -1.936
H -4.292 0.289 -2.652
H -4.814 1.121 -0.444
H -5.108 2.447 -1.534
C -4.077 -3.031 -6.429
C -4.907 -1.856 -6.842
C -4.498 -1.028 -8.029
C -4.356 -1.806 -9.302
N -4.195 -2.487 -10.215
H -4.528 -3.594 -5.612
H -3.174 -2.592 -5.993
H -3.899 -3.741 -7.238
H -4.903 -1.175 -5.988
H -5.954 -2.143 -6.959
H -3.617 -0.403 -7.888
H -5.346 -0.379 -8.257
C -2.027 6.354 8.135
C -0.897 5.517 8.039
C -0.498 5.038 6.792
C -1.134 5.419 5.638
C -2.178 6.379 5.708
C -2.557 6.865 6.953
C -2.907 6.817 4.463
O -3.921 7.463 4.505
C -2.343 6.383 3.154
C -2.874 6.830 1.925
C -2.394 6.344 0.716
C -1.337 5.437 0.674
C -0.749 5.033 1.857
C -1.266 5.433 3.091
C -0.642 4.873 4.329
O 0.216 3.997 4.261
H -2.361 6.766 9.076
H -0.382 5.239 8.948
H 0.408 4.447 6.775
H -3.321 7.631 6.929
H -3.710 7.513 1.986
H -2.706 6.649 -0.274
H -0.974 5.051 -0.269
H 0.143 4.427 1.778
*
```

For the total energy, the calculation gives -230688.2480 eV. For the LUMO energy, the calculation gives -5.825 eV. As for the largest force on an atom: 11.809 eV Å⁻¹.

***

ORCA calculation (ωB97M-V/def2-TZVPD) on a molecular structure, CH2EuFLiO in a non-equilibrium geometry.

The geometry in ORCA input format:
```
! wB97M-V def2-TZVPD RIJCOSX def2/J DEFGRID3
* xyz 2 8
C -0.812 0.441 -0.039
O 0.473 -0.245 0.705
Li 0.281 -0.181 2.484
Eu 2.035 -1.037 -0.724
F 0.516 -0.284 -2.083
H -0.765 1.416 -0.529
H -1.729 -0.110 0.185
*
```

For the total energy, the calculation gives -25349.7332 eV. For the LUMO energy (spin up / spin down), the calculation gives -11.337 / -11.281 eV. As for the largest force on an atom: 8.319 eV Å⁻¹. As for the energy above the lowest of the compared OMol25 structures with the same formula, charge and spin: 0.0 kcal per mole.

***

ORCA calculation (ωB97M-V/def2-TZVPD) on a molecular structure, C26H18BrCl5NO9PS2W in a non-equilibrium geometry.

The geometry in ORCA input format:
```
! wB97M-V def2-TZVPD RIJCOSX def2/J DEFGRID3
* xyz 2 1
W 0.629 0.304 0.589
Cl -2.981 -5.898 -1.710
C -2.302 -4.437 -1.156
C -3.123 -3.332 -0.919
Cl -4.797 -3.415 -1.229
C -2.580 -2.148 -0.431
Cl -3.551 -0.790 -0.084
C -1.211 -2.069 -0.229
O -0.648 -0.928 0.259
C -0.389 -3.157 -0.522
Cl 1.306 -2.887 -0.410
C -0.920 -4.350 -0.962
Cl 0.109 -5.673 -1.277
Br -1.154 -1.788 3.263
C 0.713 -1.901 3.111
C 1.369 -2.722 4.018
C 2.738 -2.852 3.954
C 3.434 -2.144 2.984
C 2.720 -1.364 2.123
N 1.374 -1.237 2.148
C 3.401 -0.571 1.060
O 4.567 -0.434 0.943
O 2.474 -0.023 0.230
H 0.785 -3.244 4.763
H 3.260 -3.496 4.650
H 4.511 -2.188 2.885
O -2.920 1.887 1.390
S -1.537 1.982 1.127
O -0.635 1.047 1.940
O -1.097 1.589 -0.247
C -0.947 3.548 1.699
C -1.895 4.519 1.947
C -1.523 5.681 2.620
C -0.224 5.850 3.059
C 0.743 4.880 2.806
C 0.383 3.727 2.140
S 1.697 2.656 1.638
O 1.190 2.217 0.260
O 2.914 3.370 1.651
O 1.725 1.320 2.305
H -2.918 4.354 1.636
H -2.265 6.443 2.812
H 0.055 6.750 3.593
H 1.772 5.024 3.106
C 0.973 2.056 -2.551
P 0.860 0.350 -1.970
C 2.356 -0.395 -2.660
C -0.527 -0.386 -2.842
C -0.427 -1.701 -3.308
C -1.492 -2.279 -3.978
C -2.657 -1.549 -4.190
C -2.761 -0.245 -3.724
C -1.706 0.336 -3.039
H 0.109 2.638 -2.239
H 1.034 2.031 -3.639
H 1.871 2.517 -2.142
H 2.225 -0.433 -3.741
H 2.551 -1.394 -2.283
H 3.206 0.239 -2.411
H 0.490 -2.265 -3.176
H -1.408 -3.293 -4.351
H -3.480 -1.998 -4.731
H -3.666 0.323 -3.898
H -1.804 1.345 -2.661
*
```

For the total energy, the calculation gives -212598.6887 eV. For the LUMO energy, the calculation gives -8.205 eV. As for the largest force on an atom: 1.247 eV Å⁻¹. As for the energy above the lowest of the compared OMol25 structures with the same formula, charge and spin: 16.9 kcal per mole.

***

ORCA calculation (ωB97M-V/def2-TZVPD) on a gas-phase ion, C8H12N3O2 (charge +1) in a non-equilibrium geometry.

The geometry in ORCA input format:
```
! wB97M-V def2-TZVPD RIJCOSX def2/J DEFGRID3
* xyz 1 1
C 2.164 1.036 -2.209
C 1.315 0.131 -1.784
C 1.597 -1.055 -1.006
N -0.063 0.318 -2.043
O -0.410 0.455 -3.261
C -0.952 0.246 -1.047
C -2.279 -0.125 -1.241
N -3.408 -0.417 -1.375
N -0.563 0.398 0.350
O 0.120 1.660 0.487
C -0.732 -0.152 1.576
C -0.230 0.646 2.747
C -1.379 -1.375 1.810
H 2.067 1.826 -2.902
H 3.217 1.032 -1.894
H 1.168 -1.921 -1.539
H 0.909 -0.926 -0.098
H 2.680 -1.178 -0.834
H -0.455 2.344 0.253
H -0.297 1.695 2.407
H 0.920 0.478 2.660
H -0.680 0.250 3.684
H -1.152 -1.800 2.772
H -1.072 -2.146 1.098
H -2.485 -1.421 1.388
*
```

For the total energy, the calculation gives -17041.5537 eV. For the LUMO energy (spin up / spin down), the calculation gives -5.461 / -5.455 eV. As for the largest force on an atom: 4.355 eV Å⁻¹. As for the energy above the lowest of the compared OMol25 structures with the same formula, charge and spin: 234.1 kcal per mole.

***

ORCA calculation (ωB97M-V/def2-TZVPD) on 5 unconnected molecules or ions with the total composition CH14NO4 in a non-equilibrium geometry.

The geometry in ORCA input format:
```
! wB97M-V def2-TZVPD RIJCOSX def2/J DEFGRID3
* xyz 0 2
C -0.808 1.782 1.627
N -0.092 0.951 0.625
H -1.781 1.348 1.822
H -0.883 2.785 1.238
H -0.189 1.830 2.530
H -0.755 0.677 -0.118
H 0.803 1.257 0.208
H 0.221 0.124 1.170
H -3.567 -1.181 0.872
H -3.394 -2.661 1.108
O -2.899 -1.880 0.821
H 1.199 -1.538 -4.296
H 2.325 -0.584 -4.705
O 1.462 -0.613 -4.262
H 2.078 1.480 -1.803
H 1.613 0.189 -2.527
O 1.528 0.692 -1.700
H 0.368 -1.806 2.824
H 1.849 -1.501 2.393
O 0.921 -1.352 2.172
*
```

For the total energy, the calculation gives -10941.0992 eV. For the LUMO energy (spin up / spin down), the calculation gives 0.626 / 0.535 eV. As for the largest force on an atom: 1.401 eV Å⁻¹. As for the energy above the lowest of the compared OMol25 structures with the same formula, charge and spin: 5.8 kcal per mole.

***

- What is the formula in the fifth record?
  C26H18BrCl5NO9PS2W